[1]
The following is a DFT calculation (ωB97M-V/def2-TZVPD) of a cluster of 2 separate species, C12H26BClNO4P in total.

XYZ file:
```
46
Properties=species:S:1:pos:R:3:forces:R:3
O -0.94276 -2.78290 2.77046 -0.022 0.145 -0.105
C -1.21961 -1.63597 3.05930 -0.071 -0.319 0.016
C -0.37235 -0.44599 2.74790 0.102 0.764 -0.100
C 0.34562 0.19636 3.97351 -0.619 -1.466 0.222
B -0.64657 0.66699 5.07073 0.215 0.783 -0.060
O -1.02828 2.03341 5.22692 -0.657 -0.426 0.009
O -1.28688 -0.16423 5.96520 -0.039 -0.023 -0.035
P 1.65120 -0.85473 4.42066 0.070 0.377 -0.428
O 1.46558 -1.32220 6.01117 0.008 -0.174 0.139
Cl 3.18240 0.54869 4.95779 0.249 0.147 0.110
H -2.16938 -1.43926 3.59413 0.077 0.101 0.191
H 0.36290 -0.75549 1.99280 -0.059 0.043 -0.029
H -1.03834 0.33304 2.33352 0.027 -0.190 -0.230
H -1.41504 2.36675 4.41240 0.526 0.227 -0.045
H -1.94290 0.35807 6.44498 0.164 -0.040 0.105
H 1.21905 -2.25512 6.01288 -0.004 0.115 0.030
C -2.03941 -2.02136 -1.79506 0.056 0.106 -0.024
C -1.05996 -1.42124 -0.79032 -0.080 -0.137 -0.002
C -1.11098 0.09971 -0.67578 0.060 -0.100 0.116
C -0.67829 0.94545 -1.85986 -0.044 0.004 0.101
N 0.79141 0.82523 -2.24139 0.093 0.105 0.014
C 1.01036 -0.34602 -3.17196 -0.065 -0.053 -0.047
C 0.74357 0.20756 -4.55516 0.015 0.100 0.002
C 1.41882 1.57898 -4.50109 -0.024 -0.042 0.023
C 1.21283 2.04804 -3.05716 0.032 -0.024 -0.116
C 1.65652 0.71353 -1.02363 -0.022 -0.028 -0.037
H -1.88262 -1.65435 -2.81521 -0.005 0.006 0.004
H -1.94421 -3.10587 -1.82183 -0.009 -0.008 0.004
H -3.06766 -1.78611 -1.51775 -0.014 0.017 -0.016
H -0.04654 -1.76725 -1.00883 0.028 -0.024 0.090
H -1.28088 -1.81936 0.20124 0.047 -0.038 0.002
H -0.53892 0.40654 0.19931 -0.088 0.016 0.043
H -2.14210 0.39044 -0.45632 -0.008 0.078 -0.075
H -0.82745 1.99331 -1.60509 0.002 0.003 0.021
H -1.25814 0.73788 -2.75904 0.078 -0.022 -0.057
H 2.05060 -0.65075 -3.06234 0.010 -0.005 0.001
H 0.36210 -1.16298 -2.87965 0.008 -0.024 0.042
H -0.32844 0.30387 -4.73307 -0.005 -0.010 -0.010
H 1.14854 -0.43624 -5.33220 0.016 -0.022 0.012
H 1.00062 2.28290 -5.21648 -0.013 0.024 0.020
H 2.48266 1.48670 -4.71677 0.010 -0.036 0.008
H 0.43451 2.79837 -2.96438 -0.024 -0.005 0.006
H 2.12421 2.43916 -2.61554 -0.016 0.048 0.027
H 1.44941 -0.21590 -0.50378 -0.016 -0.005 0.026
H 1.46159 1.55698 -0.36568 -0.003 -0.004 0.025
H 2.69318 0.72536 -1.34950 0.013 0.016 0.005
```
Positions in Å, forces in eV/Å.

Calculated values
**Electronic energy**: -45033.350 eV
**Total charge**: 0


[2]
The following is a DFT calculation (ωB97M-V/def2-TZVPD) of the ion C4H8N4 with charge +2.

XYZ file:
```
16
Properties=species:S:1:pos:R:3:forces:R:3
C -1.96173 -1.72530 -1.93326 -3.288 0.232 -0.693
N -1.78720 -1.91707 -0.45468 1.160 0.809 -1.675
C -0.90270 -1.22852 0.09581 -0.330 1.075 2.150
N -0.30589 -0.38044 0.69837 -1.167 -1.255 -2.111
C 0.66452 0.27113 1.27879 2.354 1.563 3.228
N 1.41147 0.12026 2.47508 1.381 -1.054 -3.229
N 1.43864 1.27398 1.40111 -1.502 -1.389 0.080
C 2.40094 2.30469 1.17555 -1.915 3.042 1.973
H -1.83504 -0.70153 -2.29397 1.045 -0.263 0.263
H -1.55664 -2.56829 -2.47804 0.518 0.221 -0.094
H -3.08848 -1.78072 -2.01289 1.052 -0.292 -0.140
H -2.42448 -2.64075 -0.15345 0.309 -0.403 1.339
H 1.14083 0.42825 3.36788 -1.644 0.953 1.426
H 3.35642 1.96015 1.31099 2.289 -1.028 0.764
H 2.32361 2.71154 0.24636 -0.469 0.325 -3.306
H 2.18773 3.33263 1.72295 0.207 -2.537 0.025
```
Positions in Å, forces in eV/Å.

Calculated values
**Electronic energy**: -10213.510 eV
**Total charge**: +2
**SMILES**: C[NH+]=C=NC1=[NH+]N1C


[3]
The following is a DFT calculation (ωB97M-V/def2-TZVPD) of a structure of composition C8H18ClIO3PPmS.

XYZ file:
```
34
Properties=species:S:1:pos:R:3:forces:R:3
C -0.39280 -1.99889 -0.92930 -0.004 -0.568 0.218
C 0.70888 -1.18131 -1.59875 2.112 -2.284 0.940
H -0.20609 -3.05058 -1.20040 0.014 0.295 0.164
H -1.43099 -1.79002 -1.22498 0.188 0.321 -0.006
H -0.30707 -2.00027 0.19412 0.154 -0.249 -0.812
O 1.85381 -1.63650 -1.67114 -3.119 1.525 -0.117
I 0.51673 3.04944 0.97601 -0.233 -0.666 0.067
Pm -0.77537 0.38044 0.55525 -0.862 1.296 1.115
P 0.39463 0.39615 -2.57130 0.723 1.105 -2.308
C 2.05861 0.99741 -2.84176 0.115 -0.039 0.061
C -0.27478 -0.39873 -4.04890 0.026 -0.383 0.012
H -1.67395 1.65909 -1.98438 0.236 -0.036 -0.239
H -0.76878 2.30510 -3.37004 0.190 -0.429 0.157
H -0.20262 2.63204 -1.70650 -0.034 -0.496 -0.295
C -0.65871 1.86773 -2.36219 -0.517 0.323 0.903
H -1.30734 -0.72259 -3.84964 0.225 0.134 -0.125
H -0.26418 0.32162 -4.88149 0.005 -0.250 0.281
H 2.12407 1.35571 -3.87599 0.117 -0.068 0.202
H 2.75810 0.17740 -2.64863 -0.028 0.243 -0.301
H 0.33665 -1.27991 -4.28840 -0.167 0.261 -0.123
H 2.27089 1.82011 -2.15284 -0.070 -0.023 -0.089
C 1.97165 0.14157 0.55603 3.783 0.407 -0.152
O 3.11116 0.25031 0.47140 -3.503 -0.358 0.378
Cl -3.18799 0.69382 -0.17339 0.557 -0.204 0.053
C -0.20375 -1.68726 4.72415 -0.053 0.079 0.110
S -1.52861 -0.70049 3.96985 0.932 0.139 -0.009
C -1.07204 0.91521 4.60643 0.168 0.134 0.215
O -1.02583 -0.58614 2.48537 -0.016 0.019 0.027
H -0.48399 -1.90446 5.76581 -0.030 0.082 -0.324
H 0.73766 -1.11037 4.71087 -0.450 -0.328 -0.157
H -0.13165 -2.63217 4.16276 -0.061 0.412 0.211
H 0.02103 1.01451 4.59622 -0.297 -0.071 -0.030
H -1.51538 1.69437 3.97697 -0.119 -0.280 0.109
H -1.45197 1.00770 5.62878 0.016 -0.043 -0.135
```
Positions in Å, forces in eV/Å.

Calculated values
**<S²>**: 6.007
**Electronic energy**: -72018.579 eV
**Total charge**: +2
**2S+1**: 5